1.
Here is one molecule with the formula C5H7N from OMol25. Energies are from ωB97M-V/def2-TZVPD.

XYZ file:
```
13
Properties=species:S:1:pos:R:3:nbo_charge:R:1
C 1.38 0.17 -0.15 -0.223
C 0.45 -1.02 -0.12 -0.257
C -0.97 -0.48 -0.27 -0.265
C -0.85 1.02 -0.40 -0.226
N 0.33 0.97 0.55 -0.384
C -0.25 -0.38 1.03 -0.093
H 2.23 0.00 0.52 0.200
H 1.75 0.61 -1.08 0.184
H 0.65 -2.08 -0.28 0.225
H -1.77 -1.15 -0.56 0.224
H -1.62 1.57 0.15 0.201
H -0.80 1.44 -1.42 0.185
H -0.53 -0.65 2.04 0.227
```

Output
* highest occupied orbital energy: -0.331 Eh
* total energy: -249.34832 Eh
* ΔE to the lowest compared entry with this formula, charge and spin: 78.4 kcal/mol
* SMILES string: C1[C@@H]2[C@@H]3CN1[C@H]23


2.
Here is C30H50BrMnN3P2S as an isolated structure in a non-equilibrium geometry from OMol25. Energies are from ωB97M-V/def2-TZVPD.

XYZ file:
```
88
Properties=species:S:1:pos:R:3:lowdin_spin:R:1
C -6.67 -2.75 -2.94 0.001
C -5.44 -2.20 -3.38 0.000
C -5.44 -1.72 -4.73 0.001
C -6.62 -1.81 -5.51 0.000
N -7.76 -2.33 -5.04 0.001
C -7.79 -2.80 -3.79 0.000
C -4.28 -2.18 -2.48 0.008
C -3.31 -2.22 -1.72 0.010
C -1.94 -1.97 -1.47 0.006
C -1.81 -0.50 -1.31 0.005
C -0.45 -0.04 -1.49 0.045
C 0.62 -0.98 -1.29 0.051
C 0.42 -2.34 -1.67 0.031
C -0.86 -2.82 -1.79 0.043
Mn -1.46 -1.35 0.55 4.648
P -0.14 1.95 1.28 0.036
H -4.56 -1.30 -5.21 0.000
H -6.76 -3.16 -1.93 0.000
H -6.64 -1.45 -6.55 0.000
H -8.74 -3.23 -3.45 0.000
H -1.06 -3.79 -2.22 0.003
H -2.68 0.09 -0.88 0.012
H 1.29 -2.95 -1.93 0.000
H -0.37 0.95 -1.96 0.001
C 1.44 2.45 2.13 0.007
C 1.91 3.89 1.94 0.002
H 2.20 1.75 1.75 0.000
H 1.30 2.23 3.20 0.000
H 2.81 4.05 2.55 0.000
H 2.19 4.10 0.90 0.000
H 1.18 4.64 2.28 0.000
C -0.33 3.26 0.00 0.004
C -1.75 3.41 -0.56 0.000
H 0.34 2.93 -0.82 0.000
H 0.06 4.22 0.36 0.001
H -1.68 3.81 -1.58 0.000
H -2.22 2.41 -0.61 0.000
H -2.38 4.11 0.00 0.000
C -1.30 2.55 2.59 0.002
C -1.26 4.05 2.88 0.001
H -1.00 1.98 3.49 0.000
H -2.32 2.23 2.29 0.000
H -2.16 4.32 3.45 0.000
H -0.40 4.32 3.51 0.000
H -1.25 4.68 1.99 0.000
Br 1.85 -0.65 0.06 0.017
P 2.75 0.39 -3.38 0.007
C 2.18 1.63 -2.15 0.001
C 2.85 2.99 -2.38 0.000
H 2.43 1.20 -1.16 0.000
H 1.09 1.69 -2.21 0.000
H 2.23 3.78 -1.93 0.000
H 3.83 2.98 -1.89 0.000
H 2.95 3.16 -3.46 0.000
C 3.64 -1.07 -2.71 0.002
C 4.73 -1.58 -3.67 0.000
H 2.92 -1.86 -2.45 0.000
H 4.08 -0.74 -1.76 0.000
H 5.40 -2.26 -3.12 0.000
H 4.28 -2.13 -4.51 0.000
H 5.31 -0.72 -4.05 0.000
C 1.24 -0.26 -4.16 0.002
C 1.19 0.09 -5.66 0.001
H 0.34 0.17 -3.71 0.001
H 1.26 -1.35 -4.04 0.000
H 0.35 -0.42 -6.14 0.000
H 1.05 1.17 -5.77 0.000
H 2.13 -0.20 -6.15 0.000
C 0.02 -1.56 7.68 0.000
C 0.44 -2.04 6.31 0.000
N 0.15 -1.02 5.27 -0.001
C 0.26 -1.44 3.96 0.010
S -1.17 -1.51 3.00 0.028
N 1.46 -1.88 3.56 0.007
C 2.73 -1.47 4.24 0.001
C 3.62 -2.68 4.54 0.000
H 0.47 -0.59 7.91 0.000
H 0.36 -2.29 8.42 0.000
H -1.06 -1.48 7.74 0.000
H 1.52 -2.23 6.26 0.000
H -0.05 -3.01 6.09 0.000
H -0.75 -0.55 5.43 0.000
H 1.56 -2.09 2.56 0.000
H 3.28 -0.79 3.57 0.000
H 2.46 -0.95 5.16 0.000
H 4.14 -3.02 3.64 0.000
H 4.40 -2.40 5.27 0.000
H 3.07 -3.54 4.96 0.000
```

Output
* highest occupied orbital energy (alpha / beta): -0.458 / -0.457 Eh
* total energy: -6142.52569 Eh
* total charge: +2
* ΔE to the lowest compared entry with this formula, charge and spin: 98.7 kcal/mol
* ⟨S²⟩: 8.773
* spin multiplicity: 6


3.
Here is a 18-piece molecular cluster, C31H30Cl68O5S overall in a non-equilibrium geometry from OMol25. Energies are from ωB97M-V/def2-TZVPD.

XYZ file:
```
135
Properties=species:S:1:pos:R:3:lowdin_charge:R:1
C 5.02 0.22 0.35 -0.065
C 4.78 -1.28 0.33 -0.265
O 3.39 -1.59 0.48 -0.091
C 3.06 -2.59 -0.44 -0.332
O 1.69 -2.94 -0.27 -0.296
S 1.52 -4.48 -0.85 0.896
O 1.68 -4.39 -2.29 -0.413
O -0.03 -4.77 -0.59 -0.390
C -0.97 -3.84 -1.20 -0.212
C -2.33 -4.04 -0.55 -0.172
C -3.22 -2.80 -0.79 -0.206
C -4.70 -3.08 -0.54 -0.200
C -5.12 -3.20 0.94 -0.193
C -5.48 -1.89 1.67 -0.196
C -4.50 -0.71 1.53 -0.214
C -4.72 0.18 0.30 -0.204
C -3.74 1.36 0.28 -0.183
C -3.74 2.13 -1.04 -0.240
O -2.83 1.61 -2.00 -0.227
C -3.36 0.61 -2.86 -0.096
H 4.79 0.64 1.33 0.040
H 6.08 0.39 0.14 0.069
H 4.45 0.71 -0.43 0.051
H 5.37 -1.76 1.13 0.058
H 5.16 -1.68 -0.62 0.120
H 3.68 -3.48 -0.24 0.126
H 3.21 -2.24 -1.46 0.073
H -1.04 -4.08 -2.27 0.127
H -0.62 -2.81 -1.09 0.106
H -2.83 -4.90 -1.00 0.123
H -2.16 -4.20 0.52 0.082
H -3.10 -2.52 -1.85 0.108
H -2.82 -1.96 -0.22 0.104
H -4.91 -4.05 -1.01 0.108
H -5.32 -2.36 -1.07 0.087
H -6.03 -3.81 0.95 0.107
H -4.38 -3.76 1.51 0.103
H -5.52 -2.14 2.74 0.106
H -6.48 -1.54 1.40 0.110
H -4.67 -0.06 2.39 0.090
H -3.45 -1.03 1.62 0.110
H -4.64 -0.39 -0.63 0.076
H -5.73 0.59 0.40 0.123
H -2.72 1.00 0.44 0.105
H -3.99 2.05 1.09 0.092
H -3.42 3.16 -0.85 0.104
H -4.76 2.19 -1.45 0.123
H -4.43 0.46 -2.70 0.065
H -2.87 -0.34 -2.66 0.075
H -3.20 0.91 -3.90 0.069
C 8.13 3.13 -2.04 -2.061
Cl 9.08 4.33 -2.92 0.529
Cl 8.95 2.73 -0.53 0.500
Cl 6.53 3.79 -1.68 0.515
Cl 7.97 1.68 -3.03 0.521
C 2.32 -0.63 -4.09 -2.015
Cl 3.11 -2.21 -4.16 0.556
Cl 3.42 0.55 -3.35 0.525
Cl 1.90 -0.10 -5.72 0.494
Cl 0.85 -0.75 -3.11 0.564
C 7.50 -1.30 4.12 -2.009
Cl 6.09 -2.23 3.58 0.528
Cl 7.72 0.11 3.07 0.493
Cl 7.25 -0.78 5.79 0.542
Cl 8.94 -2.31 4.02 0.542
C -7.54 -0.10 -4.69 -2.050
Cl -6.02 -0.34 -5.55 0.503
Cl -8.89 -0.60 -5.70 0.517
Cl -7.54 -1.05 -3.20 0.525
Cl -7.72 1.61 -4.28 0.522
C 12.24 0.47 1.18 -2.047
Cl 13.01 -1.12 1.16 0.529
Cl 13.22 1.60 2.13 0.526
Cl 12.09 1.08 -0.46 0.513
Cl 10.64 0.34 1.93 0.470
C -0.56 -6.64 2.62 -2.038
Cl -2.32 -6.63 2.41 0.538
Cl -0.16 -7.38 4.17 0.509
Cl 0.18 -7.57 1.32 0.546
Cl 0.05 -4.98 2.58 0.556
C -1.87 3.32 3.64 -2.026
Cl -0.84 2.66 2.38 0.504
Cl -2.64 4.80 3.04 0.530
Cl -3.12 2.14 4.07 0.514
Cl -0.91 3.69 5.08 0.524
C 4.78 -6.71 4.31 -2.043
Cl 3.04 -6.73 4.03 0.497
Cl 5.15 -7.58 5.80 0.529
Cl 5.60 -7.48 2.96 0.527
Cl 5.33 -5.03 4.45 0.485
C 3.53 2.92 4.49 -2.035
Cl 2.12 2.37 3.59 0.492
Cl 3.26 2.67 6.21 0.523
Cl 4.94 2.00 3.97 0.510
Cl 3.81 4.64 4.18 0.518
C -4.35 5.38 7.37 -2.041
Cl -3.45 6.54 6.41 0.523
Cl -3.50 5.09 8.90 0.527
Cl -5.96 6.02 7.71 0.509
Cl -4.51 3.85 6.50 0.480
C -8.81 3.03 6.24 -2.055
Cl -7.65 2.63 4.97 0.507
Cl -9.61 4.55 5.84 0.522
Cl -10.02 1.74 6.36 0.524
Cl -7.97 3.20 7.78 0.503
C 6.64 4.60 7.74 -2.056
Cl 8.06 5.25 8.57 0.525
Cl 5.18 5.24 8.48 0.520
Cl 6.69 5.07 6.04 0.509
Cl 6.65 2.84 7.87 0.506
C -12.99 0.08 -3.82 -2.058
Cl -14.23 1.27 -4.20 0.525
Cl -11.39 0.81 -4.01 0.493
Cl -13.19 -0.49 -2.16 0.523
Cl -13.13 -1.29 -4.94 0.519
C 1.15 4.21 -1.25 -2.038
Cl 1.02 5.94 -0.87 0.529
Cl 1.94 3.38 0.10 0.500
Cl -0.46 3.53 -1.51 0.567
Cl 2.08 4.01 -2.74 0.489
C 3.94 -3.05 -8.30 -2.054
Cl 4.80 -1.97 -7.21 0.506
Cl 3.70 -4.61 -7.50 0.527
Cl 2.37 -2.35 -8.72 0.497
Cl 4.89 -3.29 -9.78 0.526
C 3.62 5.34 -6.53 -2.059
Cl 3.50 7.06 -6.18 0.529
Cl 4.52 4.54 -5.24 0.497
Cl 2.00 4.64 -6.63 0.509
Cl 4.46 5.10 -8.06 0.528
C -1.73 0.44 -7.92 -2.039
Cl -0.89 -1.11 -8.00 0.510
Cl -0.71 1.63 -7.09 0.508
Cl -2.07 1.02 -9.56 0.534
Cl -3.26 0.23 -7.06 0.498
```

Output
* highest occupied orbital energy: -0.355 Eh
* total energy: -33266.39388 Eh


4.
Here is C31H39MgN5O2P2 as an isolated structure in a non-equilibrium geometry from OMol25. Energies are from ωB97M-V/def2-TZVPD.

XYZ file:
```
80
Properties=species:S:1:pos:R:3:lowdin_charge:R:1
Mg -0.14 1.16 2.27 0.587
C -1.79 1.84 -4.57 -0.114
C -1.92 0.54 -4.28 -0.140
C -1.09 -0.52 -4.90 -0.177
C 0.41 -0.15 -5.08 -0.188
C 1.03 0.62 -3.94 -0.110
C 1.12 1.95 -3.98 -0.085
C 0.57 2.73 -5.15 -0.183
C -0.87 2.36 -5.62 -0.199
C 1.50 1.37 3.64 -0.260
H -2.47 2.61 -4.19 0.093
H -2.73 0.18 -3.64 0.088
H -1.47 -0.78 -5.90 0.123
H -1.18 -1.43 -4.29 0.102
H 0.96 -1.09 -5.24 0.113
H 0.51 0.40 -6.03 0.095
H 1.54 0.02 -3.19 0.076
H 1.67 2.54 -3.23 0.104
H 1.18 2.63 -6.06 0.119
H 0.58 3.80 -4.89 0.105
H -1.32 3.28 -6.01 0.111
H -0.83 1.67 -6.47 0.105
H 1.15 1.90 4.53 -0.031
H 2.45 1.80 3.34 -0.056
H 1.68 0.33 3.90 -0.048
P 1.80 -0.23 0.85 1.049
P -1.20 -0.86 0.86 1.029
N 3.01 0.90 0.23 -0.243
N 2.97 -1.50 1.37 -0.214
N -1.89 0.52 0.03 -0.238
N -2.69 -1.76 1.15 -0.226
C 1.13 -0.94 -0.69 -0.371
C -0.22 -1.66 -0.45 -0.348
C 3.00 2.24 0.64 -0.149
C 3.98 2.91 -0.07 -0.096
C 4.64 1.97 -0.91 -0.086
C 4.02 0.73 -0.72 -0.122
C 3.85 -1.33 2.45 -0.119
C 4.56 -2.50 2.64 -0.084
C 4.10 -3.44 1.67 -0.091
C 3.13 -2.81 0.90 -0.148
C -2.11 1.81 0.58 -0.143
C -2.60 2.63 -0.43 -0.046
C -2.72 1.84 -1.60 -0.071
C -2.26 0.57 -1.30 -0.142
C -3.91 -1.92 0.48 -0.119
C -4.69 -2.83 1.19 -0.087
C -3.94 -3.22 2.35 -0.085
C -2.73 -2.57 2.30 -0.134
H 1.86 -1.65 -1.10 0.073
H 0.98 -0.14 -1.43 0.059
H -0.84 -1.75 -1.35 0.070
H -0.05 -2.69 -0.08 0.096
H 2.33 2.56 1.42 0.063
H 4.17 3.97 -0.01 0.093
H 5.47 2.19 -1.56 0.090
H 4.23 -0.23 -1.15 0.106
H 3.88 -0.39 2.98 0.101
H 5.32 -2.67 3.39 0.093
H 4.43 -4.47 1.57 0.091
H 2.57 -3.16 0.05 0.088
H -2.15 1.97 1.66 0.076
H -2.83 3.69 -0.36 0.107
H -3.11 2.19 -2.55 0.077
H -2.14 -0.31 -1.91 0.084
H -4.13 -1.37 -0.43 0.096
H -5.67 -3.18 0.94 0.091
H -4.25 -3.91 3.13 0.096
H -1.88 -2.57 2.97 0.083
O -1.78 1.35 3.63 -0.107
C -1.60 0.34 4.37 -0.513
C -2.34 0.07 5.66 -0.089
C -1.67 -1.18 6.18 -0.093
C -0.70 -1.59 5.08 -0.483
O -0.06 -2.64 5.01 0.032
N -0.69 -0.60 4.08 0.087
H -2.21 0.92 6.33 0.122
H -3.40 -0.06 5.46 0.124
H -1.12 -0.98 7.10 0.123
H -2.38 -1.99 6.37 0.119
```

Output
* highest occupied orbital energy: -0.285 Eh
* total energy: -2511.67381 Eh


- Which of these has the highest total energy?
  C5H7N


Repeat the first record exactly.
Here is one molecule with the formula C5H7N from OMol25. Energies are from ωB97M-V/def2-TZVPD.

XYZ file:
```
13
Properties=species:S:1:pos:R:3:nbo_charge:R:1
C 1.38 0.17 -0.15 -0.223
C 0.45 -1.02 -0.12 -0.257
C -0.97 -0.48 -0.27 -0.265
C -0.85 1.02 -0.40 -0.226
N 0.33 0.97 0.55 -0.384
C -0.25 -0.38 1.03 -0.093
H 2.23 0.00 0.52 0.200
H 1.75 0.61 -1.08 0.184
H 0.65 -2.08 -0.28 0.225
H -1.77 -1.15 -0.56 0.224
H -1.62 1.57 0.15 0.201
H -0.80 1.44 -1.42 0.185
H -0.53 -0.65 2.04 0.227
```

Output
* highest occupied orbital energy: -0.331 Eh
* total energy: -249.34832 Eh
* ΔE to the lowest compared entry with this formula, charge and spin: 78.4 kcal/mol
* SMILES string: C1[C@@H]2[C@@H]3CN1[C@H]23